Record 1
A cluster of 2 separate species, C20H43N5O4P in total at a distorted geometry. Source: the Open Molecules 2025 dataset; level of theory: ωB97M-V/def2-TZVPD.

Properties
HOMO-LUMO gap, eV: 7.889
DFT total energy, hartree: -1703.74078
Energy above the lowest of the compared OMol25 structures with the same formula, charge and spin, kJ/mol: 0.0
E_HOMO, eV: -8.115

Structure (ORCA input):
```
! RIJCOSX wB97M-V def2-TZVPD def2/J DEFGRID3
* xyz 0 2
C -6.345 3.053 -2.871
C -6.381 2.044 -4.041
O -5.548 0.936 -3.725
C -4.169 1.227 -3.907
C -3.356 0.761 -2.709
C -1.841 0.865 -2.893
O -1.485 -0.006 -4.023
C -1.266 0.615 -5.130
N -1.013 1.198 -6.120
C -1.339 2.304 -3.027
C -1.411 3.164 -1.746
C -2.725 3.937 -1.605
C -0.333 4.268 -1.900
N -1.104 2.428 -0.490
O -2.109 2.306 0.301
C -0.425 1.130 -0.711
C -0.357 0.429 0.672
C 1.053 1.276 -1.119
C -1.207 0.191 -1.632
H -6.115 2.468 -1.983
H -5.509 3.731 -3.028
H -7.289 3.582 -2.782
H -6.086 2.513 -4.984
H -7.382 1.644 -4.181
H -3.867 0.702 -4.819
H -4.006 2.289 -4.111
H -3.597 -0.294 -2.563
H -3.704 1.277 -1.815
H -1.958 2.821 -3.761
H -0.320 2.357 -3.404
H -2.857 4.628 -2.436
H -2.628 4.551 -0.712
H -3.588 3.295 -1.470
H -0.596 4.857 -2.778
H 0.665 3.858 -2.030
H -0.329 4.905 -1.018
H 0.433 -0.319 0.595
H -0.049 1.132 1.440
H -1.277 -0.090 0.913
H 1.197 1.831 -2.042
H 1.625 1.680 -0.287
H 1.442 0.273 -1.290
H -0.600 -0.643 -1.977
H -2.009 -0.243 -1.039
O 1.703 -1.591 2.709
P 3.020 -2.330 2.845
N 2.427 -3.901 3.247
C 2.091 -4.406 4.562
C 1.690 -4.571 2.181
N 3.691 -1.366 4.115
C 3.863 -1.790 5.490
C 3.253 0.031 4.104
N 4.650 -2.991 2.496
C 5.002 -2.930 1.071
C 5.176 -4.205 3.073
H 2.233 -5.492 4.577
H 1.054 -4.189 4.850
H 2.747 -4.021 5.338
H 2.364 -5.190 1.571
H 1.200 -3.856 1.515
H 0.912 -5.222 2.577
H 2.910 -2.032 5.978
H 4.333 -0.994 6.071
H 4.548 -2.635 5.580
H 2.273 0.165 4.578
H 3.188 0.410 3.086
H 3.983 0.652 4.626
H 4.499 -3.714 0.489
H 6.080 -3.028 0.929
H 4.708 -1.962 0.651
H 4.784 -5.117 2.600
H 5.002 -4.282 4.143
H 6.262 -4.203 2.941
*
```

Record 2
A structure of composition C20H44Cl8F30HfNO2P5 at a distorted geometry. Source: the Open Molecules 2025 dataset; level of theory: ωB97M-V/def2-TZVPD.

Properties
HOMO-LUMO gap, eV: 8.131
DFT total energy, hartree: -9427.18797
E_HOMO, eV: -10.285

Structure (ORCA input):
```
! RIJCOSX wB97M-V def2-TZVPD def2/J DEFGRID3
* xyz 0 1
C -2.657 0.908 -0.145
C -2.399 0.546 -1.596
C -3.392 1.282 -2.471
N -3.185 1.066 -3.948
C -1.908 1.702 -4.370
C -4.355 1.577 -4.748
C -4.156 0.952 -6.109
C -3.621 -0.456 -5.796
C -3.213 -0.398 -4.309
H -1.935 0.430 0.505
H -3.691 0.753 0.168
H -2.479 1.968 0.081
H -2.476 -0.517 -1.818
H -1.362 0.797 -1.829
H -3.326 2.348 -2.242
H -4.422 0.964 -2.301
H -1.065 1.304 -3.815
H -1.993 2.780 -4.282
H -1.717 1.444 -5.411
H -4.343 2.667 -4.750
H -5.248 1.245 -4.222
H -3.461 1.483 -6.758
H -5.075 0.975 -6.697
H -2.772 -0.726 -6.416
H -4.358 -1.258 -5.823
H -2.246 -0.879 -4.158
H -3.885 -0.892 -3.608
Hf 1.736 -2.286 1.035
P -1.628 -3.310 -0.936
F -2.912 -3.524 -1.868
F -2.127 -4.374 0.139
F -0.803 -4.483 -1.675
F -0.212 -3.071 0.054
F -1.023 -2.264 -1.989
F -2.312 -2.134 -0.108
P 2.643 -2.955 -1.995
F 1.483 -1.893 -1.505
F 1.731 -3.465 -3.150
F 3.314 -1.806 -2.843
F 3.732 -4.071 -2.187
F 3.499 -2.405 -0.669
F 1.906 -3.857 -0.769
P 5.390 -0.743 1.572
F 4.812 0.537 2.350
F 5.586 -1.489 3.000
F 3.777 -1.372 1.632
F 5.815 -2.096 0.827
F 5.038 -0.082 0.158
F 6.861 -0.161 1.567
P -1.294 -1.887 3.526
F -0.580 -0.545 4.036
F -0.035 -2.031 2.351
F -0.359 -2.764 4.511
F -1.896 -3.222 2.899
F -2.432 -1.782 4.629
F -2.108 -0.997 2.465
P 1.248 0.798 0.534
F 1.456 -0.169 1.914
F 2.277 1.833 1.085
F 2.363 -0.165 -0.140
F 0.934 1.612 -0.788
F 0.284 -0.476 0.126
F -0.008 1.458 1.260
Cl -0.058 5.395 1.020
C -0.719 5.737 -0.579
C 0.086 5.002 -1.633
Cl -0.817 5.100 -3.185
H -0.632 6.804 -0.775
H -1.775 5.478 -0.580
H 0.318 3.967 -1.405
H 0.995 5.527 -1.913
Cl 5.584 0.580 -3.663
C 4.190 1.458 -4.357
C 3.116 1.667 -3.314
Cl 1.784 2.675 -3.998
H 3.765 0.841 -5.145
H 4.596 2.366 -4.792
H 3.334 2.105 -2.344
H 2.703 0.687 -3.069
Cl 1.775 4.863 4.800
C 0.920 3.676 3.778
C 1.060 2.282 4.335
Cl 0.311 2.141 5.947
H 1.386 3.691 2.796
H -0.123 3.982 3.757
H 2.082 1.935 4.458
H 0.535 1.631 3.635
Cl -2.946 3.979 2.602
C -2.698 2.300 3.104
C -2.962 2.051 4.570
Cl -4.703 2.261 4.919
H -1.658 2.058 2.872
H -3.296 1.664 2.455
H -2.444 2.800 5.162
H -2.694 1.027 4.815
C 0.530 -5.447 1.297
O 1.208 -4.340 1.970
C 1.584 -4.744 3.300
C 2.299 -3.637 4.046
O 2.303 -2.376 3.352
C 2.566 -1.320 4.314
H 0.604 -5.293 0.227
H -0.499 -5.458 1.642
H 1.048 -6.378 1.525
H 2.240 -5.609 3.176
H 0.691 -5.073 3.830
H 3.330 -3.881 4.314
H 1.790 -3.501 4.999
H 3.642 -1.277 4.468
H 2.000 -1.425 5.236
H 2.230 -0.396 3.853
*
```

Record 3
A cluster of 9 separate species, C20H44F12N9O26S12 in total at a distorted geometry. Source: the Open Molecules 2025 dataset; level of theory: ωB97M-V/def2-TZVPD.

Properties
HOMO-LUMO gap, eV: 3.500
DFT total energy, hartree: -9213.74068
Energy above the lowest of the compared OMol25 structures with the same formula, charge and spin, kJ/mol: 425.0
E_HOMO, eV: -2.516

Structure (ORCA input):
```
! RIJCOSX wB97M-V def2-TZVPD def2/J DEFGRID3
* xyz -3 1
C 0.959 0.030 -2.886
C 1.530 0.385 -1.578
O 1.098 1.225 -0.828
N 2.952 -0.163 -1.253
H 3.394 -0.419 -2.144
H 3.541 0.600 -0.901
C 3.007 -1.238 -0.112
H -0.017 0.512 -2.917
H 0.741 -1.031 -2.733
H 1.605 0.395 -3.683
H 2.176 -1.214 0.586
H 3.987 -0.883 0.204
H 3.296 -2.100 -0.710
C -3.979 1.996 -2.639
C -3.446 3.160 -1.677
C -4.552 3.561 -0.678
C -4.208 4.575 0.399
C -3.078 3.942 1.228
C -1.953 3.114 0.485
N -2.451 2.416 -0.798
O -1.589 1.749 -1.524
C -1.487 2.129 1.573
C -0.792 4.052 0.048
C -2.778 4.286 -2.455
H -4.123 1.033 -2.152
H -3.463 1.817 -3.581
H -4.937 2.379 -2.999
H -5.148 2.695 -0.382
H -5.342 4.007 -1.290
H -5.110 4.617 1.007
H -3.863 5.451 -0.149
H -3.626 3.389 1.994
H -2.492 4.619 1.850
H -0.737 1.454 1.158
H -2.281 1.423 1.822
H -1.274 2.572 2.545
H 0.003 3.384 -0.294
H -0.207 4.466 0.870
H -1.094 4.735 -0.741
H -3.306 4.359 -3.406
H -1.719 4.186 -2.697
H -2.891 5.246 -1.950
C 2.066 -1.762 3.986
C 0.545 -1.624 3.723
C -0.090 -1.340 5.183
N -1.622 -1.305 5.219
C -2.221 -0.459 4.122
C -2.155 -0.949 6.644
C -3.496 -1.458 6.751
C -3.440 -2.809 5.996
C -2.212 -2.747 5.016
H 2.202 -2.754 4.417
H 2.283 -0.935 4.662
H 2.683 -1.728 3.090
H -0.041 -2.440 3.302
H 0.308 -0.703 3.192
H 0.154 -0.327 5.505
H 0.222 -2.110 5.888
H -1.646 0.458 3.986
H -3.207 -0.134 4.450
H -2.210 -1.012 3.190
H -2.059 0.131 6.749
H -1.484 -1.474 7.325
H -4.229 -0.817 6.258
H -3.821 -1.524 7.789
H -4.337 -3.181 5.506
H -3.175 -3.498 6.799
H -2.382 -2.943 3.958
H -1.460 -3.459 5.356
N -1.645 -3.456 -5.651
S -1.022 -5.047 -5.904
O -1.422 -6.080 -4.973
O 0.211 -5.168 -6.664
F -1.983 -5.372 -7.170
S -1.186 -3.378 -4.205
O 0.218 -3.628 -3.862
O -2.112 -3.885 -3.227
F -1.389 -1.769 -4.042
N 1.849 5.000 -4.476
S 1.203 3.653 -4.450
O 0.863 2.933 -5.679
O 0.354 3.499 -3.244
F 2.533 2.847 -3.989
S 0.448 5.821 -5.004
O -0.681 6.030 -4.140
O 0.111 5.834 -6.414
F 1.134 7.231 -4.783
N 3.891 -1.211 -3.677
S 3.720 -2.619 -4.245
O 4.896 -3.466 -4.203
O 2.720 -2.860 -5.235
F 2.945 -3.147 -2.987
S 4.873 -0.758 -4.934
O 4.621 -1.208 -6.296
O 6.218 -0.422 -4.611
F 4.149 0.668 -4.926
N 4.711 1.575 -0.049
S 6.112 2.104 -0.211
O 7.225 1.360 0.388
O 6.258 3.535 -0.376
F 6.193 1.566 -1.738
S 4.639 1.553 1.609
O 4.988 2.776 2.317
O 4.901 0.318 2.291
F 2.986 1.587 1.603
N -2.570 -0.627 0.501
S -1.686 -1.836 0.333
O -1.041 -2.056 -0.929
O -1.954 -2.934 1.270
F -0.339 -1.171 1.000
S -4.055 -1.337 0.300
O -4.652 -2.066 1.441
O -4.264 -1.827 -1.023
F -4.859 0.069 0.316
N 3.702 -5.237 2.554
S 2.188 -4.930 1.877
O 1.487 -6.038 1.267
O 1.917 -3.658 1.290
F 1.484 -4.800 3.269
S 4.486 -4.563 1.456
O 4.903 -3.212 1.724
O 4.333 -4.963 0.041
F 5.866 -5.240 1.795
*
```